1.
{
  "formula": "C37H36Cl3IrN13O6S",
  "method": "ωB97M-V with the def2-TZVPD basis set",
  "species": ["Ir", "C", "C", "C", "C", "C", "N", "C", "C", "C", "C", "C", "C", "C", "N", "C", "C", "C", "N", "C", "C", "N", "C", "C", "C", "N", "H", "H", "H", "H", "H", "H", "H", "H", "H", "H", "H", "H", "H", "H", "H", "H", "H", "H", "N", "N", "C", "N", "N", "N", "O", "O", "H", "H", "H", "H", "H", "Cl", "C", "C", "C", "C", "C", "C", "N", "C", "C", "N", "C", "O", "C", "C", "C", "Cl", "S", "C", "C", "C", "Cl", "C", "H", "H", "H", "H", "H", "H", "H", "H", "H", "H", "H", "H", "H", "O", "N", "O", "O"],
  "positions_angstrom": [[-0.128, 0.250, -0.584], [-5.806, 1.617, -4.341], [-4.858, 1.318, -3.224], [-5.181, 0.394, -2.226], [-4.280, 0.083, -1.245], [-3.001, 0.692, -1.170], [-2.120, 0.273, -0.206], [-2.647, -0.214, 0.995], [-3.686, 0.457, 1.645], [-4.172, 0.003, 2.856], [-3.640, -1.126, 3.472], [-4.146, -1.601, 4.801], [-2.591, -1.789, 2.832], [-2.106, -1.349, 1.615], [-1.079, -2.098, 0.979], [-0.960, -3.433, 0.906], [0.293, -3.720, 0.404], [0.880, -2.479, 0.191], [0.060, -1.492, 0.564], [-2.681, 1.629, -2.194], [-3.598, 1.911, -3.185], [-1.477, 2.374, -2.217], [-1.343, 3.649, -2.647], [-0.046, 4.036, -2.428], [0.561, 2.931, -1.835], [-0.307, 1.936, -1.718], [-6.838, 1.444, -4.041], [-5.594, 0.962, -5.189], [-5.705, 2.645, -4.686], [-6.136, -0.114, -2.256], [-4.513, -0.699, -0.537], [-4.087, 1.359, 1.201], [-4.975, 0.546, 3.338], [-5.183, -1.308, 4.954], [-3.557, -1.164, 5.611], [-4.075, -2.684, 4.890], [-2.151, -2.667, 3.287], [-1.765, -4.076, 1.218], [0.709, -4.691, 0.204], [1.831, -2.237, -0.254], [-3.320, 2.592, -3.978], [-2.182, 4.192, -3.043], [0.396, 4.990, -2.655], [1.574, 2.805, -1.494], [2.157, 0.355, 1.747], [1.523, 0.997, 2.786], [0.416, 1.737, 2.621], [0.066, 2.431, 3.704], [-0.247, 1.736, 1.446], [-1.349, 2.590, 1.467], [-1.712, 3.026, 0.403], [-1.912, 2.850, 2.519], [2.244, -0.632, 1.951], [3.093, 0.734, 1.676], [1.937, 0.964, 3.708], [0.665, 2.429, 4.512], [-0.825, 2.899, 3.739], [5.344, -1.997, 3.884], [5.660, -1.658, 2.211], [5.028, -2.412, 1.234], [5.216, -2.080, -0.097], [6.059, -1.039, -0.475], [6.205, -0.667, -1.939], [5.354, 0.551, -2.352], [3.910, 0.333, -2.307], [3.158, -0.213, -3.314], [1.895, -0.315, -2.840], [1.852, 0.142, -1.530], [3.097, 0.519, -1.253], [5.791, -1.700, -2.787], [6.630, -2.866, -2.834], [5.779, -4.091, -2.716], [4.798, -4.428, -3.603], [4.394, -3.591, -5.040], [3.948, -5.845, -3.150], [4.906, -6.013, -1.740], [5.829, -5.020, -1.636], [6.709, -0.332, 0.533], [7.763, 0.985, 0.136], [6.512, -0.621, 1.877], [4.407, -3.251, 1.522], [4.729, -2.654, -0.876], [7.241, -0.369, -2.130], [5.602, 0.798, -3.382], [5.594, 1.410, -1.727], [3.582, -0.477, -4.266], [1.021, -0.656, -3.354], [3.468, 0.972, -0.358], [7.363, -2.848, -2.024], [7.170, -2.845, -3.783], [4.762, -6.857, -1.086], [6.554, -4.962, -0.835], [7.023, -0.050, 2.640], [-1.401, -0.110, -3.641], [-1.481, -1.054, -2.886], [-2.363, -1.864, -2.816], [-0.505, -1.174, -1.944]],
  "mulliken_charge": [2.957, -1.659, 0.245, -1.324, 0.442, 0.885, 0.489, -0.032, 0.398, -1.185, 0.415, -1.576, -0.345, -0.737, 0.197, -0.031, -1.658, -0.799, -0.212, -1.511, -0.153, 0.272, -0.040, -1.472, -0.127, 0.243, 0.416, 0.322, 0.411, 0.446, 0.707, 0.679, 0.442, 0.413, 0.285, 0.403, 0.611, 0.583, 0.572, 1.025, 0.663, 0.515, 0.479, 0.582, -0.213, -0.473, 0.407, -0.352, -0.226, 0.980, -0.573, -0.857, 0.203, 0.318, 0.193, 0.142, 0.200, -0.189, 0.202, -1.403, 0.579, -0.503, -0.628, -1.419, 0.158, -0.733, -0.865, 0.492, -0.987, -0.106, -0.999, 0.139, 0.731, -0.192, -0.164, -0.511, -0.704, 0.837, -0.178, -0.818, 0.567, 0.645, 0.777, 0.487, 0.532, 0.553, 0.627, 0.640, 0.442, 0.424, 0.464, 0.454, 0.494, -0.523, 1.071, -0.645, -0.732],
  "charge": 2,
  "e_tot_ha": -4477.22211,
  "homo_energy_ev": [-12.54, -12.54],
  "multiplicity": 2,
  "max_force_ev_per_a": 1.16,
  "lumo_energy_ev": [-5.3, -7.3]
}

2.
{
  "formula": "H12NO4",
  "method": "ωB97M-V with the def2-TZVPD basis set",
  "species": ["N", "H", "H", "H", "H", "H", "H", "O", "H", "H", "O", "H", "H", "O", "H", "H", "O"],
  "positions_angstrom": [[0.030, -0.339, 0.132], [-0.678, -0.411, -0.621], [0.282, 0.646, 0.293], [-0.358, -0.530, 1.048], [0.835, -0.960, -0.013], [3.073, -2.415, -0.544], [1.604, -3.040, -0.125], [2.162, -2.282, -0.277], [-2.875, -0.591, -1.873], [-2.176, -1.946, -1.846], [-2.034, -1.010, -1.664], [-2.619, 1.547, 1.521], [-1.435, 1.715, 2.418], [-1.658, 1.451, 1.515], [1.348, 3.115, -0.076], [2.389, 2.018, -0.019], [1.516, 2.249, 0.310]],
  "nbo_charge": [-0.911, 0.469, 0.475, 0.436, 0.456, 0.519, 0.499, -0.994, 0.501, 0.496, -0.968, 0.488, 0.487, -0.971, 0.495, 0.485, -0.963],
  "charge": 1,
  "e_tot_ha": -362.70001,
  "homo_energy_ev": -15.49,
  "max_force_ev_per_a": 1.83,
  "lumo_energy_ev": -2.9
}

3.
{
  "formula": "C8H8Br6F2O6",
  "method": "ωB97M-V with the def2-TZVPD basis set",
  "species": ["C", "C", "O", "C", "O", "O", "F", "H", "H", "H", "C", "C", "O", "C", "O", "O", "F", "H", "H", "H", "C", "Br", "Br", "Br", "H", "C", "Br", "Br", "Br", "H"],
  "positions_angstrom": [[0.039, -6.013, -1.228], [-1.012, -5.447, -0.301], [-0.205, -5.028, 0.796], [1.047, -4.768, 0.329], [1.911, -4.264, 0.950], [1.147, -5.164, -0.974], [-1.933, -6.375, 0.055], [-0.265, -6.076, -2.269], [0.281, -7.024, -0.882], [-1.545, -4.551, -0.620], [-0.621, 5.334, 0.144], [-1.263, 4.262, -0.705], [-1.477, 3.203, 0.185], [-0.818, 3.424, 1.353], [-0.710, 2.629, 2.220], [-0.288, 4.662, 1.363], [-0.411, 3.874, -1.712], [-1.268, 6.184, 0.375], [0.283, 5.782, -0.266], [-2.210, 4.497, -1.184], [-0.675, -0.233, -1.220], [-2.439, 0.300, -0.673], [-0.139, 0.703, -2.819], [-0.685, -2.137, -1.641], [0.014, -0.068, -0.405], [2.597, 2.563, 1.851], [4.492, 2.884, 1.947], [2.004, 1.314, 3.183], [2.045, 2.033, 0.081], [2.105, 3.500, 2.067]],
  "nbo_charge": [-0.134, 0.443, -0.497, 0.970, -0.543, -0.489, -0.324, 0.214, 0.197, 0.161, -0.138, 0.434, -0.489, 0.976, -0.558, -0.489, -0.342, 0.204, 0.224, 0.175, -0.478, 0.102, 0.095, 0.047, 0.238, -0.504, 0.092, 0.118, 0.071, 0.225],
  "charge": 0,
  "e_tot_ha": -16404.90019,
  "homo_energy_ev": -10.11,
  "max_force_ev_per_a": 1.10,
  "lumo_energy_ev": 0.0
}

4.
{
  "formula": "CH7N2",
  "method": "ωB97M-V with the def2-TZVPD basis set",
  "species": ["C", "N", "N", "H", "H", "H", "H", "H", "H", "H"],
  "positions_angstrom": [[-0.763, 0.455, 0.154], [-1.437, -0.558, -0.237], [1.485, 0.012, -0.055], [-0.404, 0.514, 1.149], [-0.635, 1.316, -0.378], [-1.893, -0.696, -1.089], [-1.762, -1.356, 0.438], [1.831, 1.067, 0.059], [1.587, -0.447, 0.859], [1.991, -0.306, -0.900]],
  "nbo_charge": [0.172, -0.649, -1.050, 0.217, 0.220, 0.429, 0.441, 0.397, 0.402, 0.421],
  "charge": 1,
  "e_tot_ha": -151.51341,
  "homo_energy_ev": -15.26,
  "max_force_ev_per_a": 4.48,
  "lumo_energy_ev": -4.3
}

5.
{
  "formula": "C5H7NO",
  "method": "ωB97M-V with the def2-TZVPD basis set",
  "species": ["C", "C", "C", "C", "N", "C", "O", "H", "H", "H", "H", "H", "H", "H"],
  "positions_angstrom": [[2.146, 1.258, -0.094], [1.554, 0.209, -0.115], [0.717, -0.993, -0.107], [-0.351, -0.906, 1.007], [-1.053, 0.365, 0.994], [-1.707, 0.739, -0.139], [-1.968, -0.018, -1.054], [2.676, 2.184, -0.076], [1.324, -1.897, 0.013], [0.206, -1.068, -1.073], [-1.080, -1.709, 0.870], [0.095, -1.024, 1.998], [-0.695, 1.102, 1.583], [-1.988, 1.807, -0.146]],
  "nbo_charge": [-0.274, 0.014, -0.512, -0.210, -0.615, 0.529, -0.615, 0.240, 0.239, 0.265, 0.220, 0.206, 0.399, 0.116],
  "charge": 0,
  "e_tot_ha": -324.66027,
  "homo_energy_ev": -9.79,
  "smiles": "C#CCCNC=O",
  "max_force_ev_per_a": 0.51,
  "lumo_energy_ev": 0.9
}

6.
{
  "formula": "C16H19IReSe",
  "method": "ωB97M-V with the def2-TZVPD basis set",
  "species": ["Re", "C", "C", "C", "C", "C", "C", "C", "H", "H", "H", "H", "H", "H", "H", "H", "C", "C", "C", "C", "C", "C", "Se", "C", "C", "C", "H", "H", "H", "H", "H", "H", "H", "H", "H", "H", "H", "I"],
  "positions_angstrom": [[-0.062, 0.124, 1.692], [1.350, 0.264, 5.691], [0.304, 0.000, 4.636], [0.045, 0.941, 3.495], [-1.359, 0.784, 2.980], [-1.734, -0.590, 2.678], [-1.494, -1.435, 3.816], [-0.532, -1.131, 4.785], [1.039, 1.012, 6.421], [2.186, 0.655, 5.104], [1.578, -0.714, 6.091], [0.398, 1.995, 3.570], [-2.075, 1.654, 3.047], [-2.516, -0.899, 2.011], [-2.216, -2.250, 4.033], [-0.373, -1.831, 5.666], [0.737, -1.265, -5.710], [0.403, -0.557, -4.373], [-0.773, -0.885, -3.636], [-1.000, -0.328, -2.394], [-2.262, -0.620, -1.701], [-0.088, 0.705, -1.948], [-0.358, 1.609, -0.152], [0.950, 1.177, -2.782], [2.050, 2.025, -2.222], [1.205, 0.508, -4.002], [0.767, -2.351, -5.484], [1.718, -0.931, -6.190], [-0.090, -1.056, -6.385], [-1.406, -1.683, -4.074], [-3.048, -0.463, -2.549], [-2.557, 0.076, -0.932], [-2.370, -1.681, -1.363], [1.946, 3.079, -2.529], [3.007, 1.730, -2.636], [2.153, 1.909, -1.110], [2.030, 0.830, -4.645], [2.449, -0.408, 1.097]],
  "nbo_charge": [0.899, -0.677, 0.338, -0.483, -0.328, -0.523, 0.110, -0.346, 0.292, 0.257, 0.254, 0.298, 0.291, 0.284, 0.267, 0.278, -0.666, 0.235, -0.214, 0.059, -0.697, 0.024, 0.205, 0.028, -0.672, -0.205, 0.262, 0.257, 0.272, 0.256, 0.269, 0.239, 0.257, 0.271, 0.253, 0.245, 0.255, -0.145],
  "charge": 2,
  "e_tot_ha": -3397.70236,
  "homo_energy_ev": [-14.46, -15.17],
  "multiplicity": 4,
  "max_force_ev_per_a": 6.14,
  "lumo_energy_ev": [-8.7, -10.1]
}

7.
{
  "formula": "C3H14NO2S2",
  "method": "ωB97M-V with the def2-TZVPD basis set",
  "species": ["N", "C", "C", "S", "S", "C", "H", "H", "H", "H", "H", "H", "H", "H", "H", "H", "H", "H", "O", "H", "H", "O"],
  "positions_angstrom": [[1.358, -0.713, 1.307], [-0.137, -0.587, 1.456], [-0.546, 0.780, 1.004], [0.025, 1.510, -0.551], [0.566, -0.021, -1.740], [-0.814, -0.188, -2.893], [1.585, -0.541, 0.321], [1.775, -1.574, 1.672], [1.876, 0.016, 1.808], [-0.323, -0.656, 2.512], [-0.544, -1.463, 0.962], [-1.639, 0.871, 1.127], [-0.477, 1.491, 1.828], [-0.679, -1.012, -3.595], [-0.865, 0.722, -3.481], [-1.715, -0.427, -2.358], [4.844, -2.422, 0.907], [5.100, -1.208, 1.702], [4.436, -1.904, 1.615], [-5.336, 2.808, -1.292], [-3.805, 2.337, -1.328], [-4.683, 2.181, -0.983]],
  "nbo_charge": [-0.684, -0.221, -0.635, 0.142, 0.059, -0.744, 0.449, 0.460, 0.436, 0.238, 0.239, 0.269, 0.260, 0.255, 0.241, 0.233, 0.484, 0.481, -0.962, 0.487, 0.471, -0.957],
  "charge": 1,
  "e_tot_ha": -1124.05298,
  "homo_energy_ev": -12.76,
  "max_force_ev_per_a": 2.62,
  "lumo_energy_ev": -3.2
}

8.
{
  "formula": "C11H13NO",
  "method": "ωB97M-V with the def2-TZVPD basis set",
  "species": ["C", "C", "C", "C", "O", "C", "C", "C", "C", "C", "C", "N", "C", "H", "H", "H", "H", "H", "H", "H", "H", "H", "H", "H", "H", "H"],
  "positions_angstrom": [[2.707, -1.944, 0.236], [2.099, -0.621, 0.081], [3.133, 0.556, -0.160], [0.792, -0.444, 0.063], [-0.119, -1.459, 0.149], [-1.409, -0.967, 0.159], [-2.626, -1.627, -0.124], [-3.771, -0.906, -0.179], [-3.721, 0.524, -0.004], [-2.515, 1.209, 0.159], [-1.338, 0.447, 0.161], [-0.078, 0.822, 0.170], [0.430, 2.171, 0.095], [1.997, -2.768, 0.296], [3.389, -2.122, -0.623], [3.144, -1.986, 1.181], [2.855, 0.878, -1.166], [3.385, 1.325, 0.605], [4.081, 0.004, -0.336], [-2.774, -2.760, -0.305], [-4.632, -1.234, -0.592], [-4.572, 1.101, -0.257], [-2.386, 2.239, 0.351], [1.253, 2.339, 0.760], [1.026, 2.249, -0.896], [-0.349, 2.975, 0.176]],
  "nbo_charge": [-0.622, -0.151, -0.644, 0.476, -0.457, 0.233, -0.231, -0.266, -0.183, -0.287, 0.151, -0.407, -0.408, 0.229, 0.208, 0.215, 0.222, 0.222, 0.217, 0.230, 0.208, 0.206, 0.208, 0.211, 0.197, 0.224],
  "charge": 0,
  "e_tot_ha": -556.86304,
  "homo_energy_ev": -6.84,
  "smiles": "CC(C)=C1Oc2ccccc2N1C",
  "max_force_ev_per_a": 5.05,
  "lumo_energy_ev": 0.8
}